Record 1
Here is a 10-piece molecular cluster, C48H122N6O12S4 overall from OMol25. Energies are from the ωB97M-V functional and the def2-TZVPD basis.

Geometry (Å):
C  -0.5253  2.1010  6.7083
C  -1.5211  0.9579  6.6146
N  -1.0034  -0.2469  5.9344
C  -2.1010  -1.2248  5.8050
C  -3.2160  -0.9257  4.7871
C  -0.4647  0.0309  4.5822
C  0.2069  -1.1774  3.9524
H  0.2952  1.8208  7.3721
H  -0.8885  2.9887  7.2347
H  -0.2818  2.4245  5.6996
H  -1.8152  0.5185  7.5719
H  -2.4543  1.3585  6.1933
H  -1.7012  -2.1967  5.5182
H  -2.5590  -1.2828  6.7946
H  -2.8436  -0.8854  3.7554
H  -4.0007  -1.6787  4.8050
H  -3.6240  0.0890  4.8229
H  0.3783  0.6963  4.7594
H  -1.1543  0.4822  3.8637
H  0.8582  -1.6661  4.6861
H  0.9282  -0.9353  3.1687
H  -0.4802  -1.9521  3.6053
C  5.1044  -0.1297  5.7086
C  4.1854  -1.0480  4.8715
N  4.9208  -1.8171  3.8766
C  4.2822  -3.0696  3.5318
C  4.5529  -4.1713  4.5516
C  5.1588  -0.9719  2.7016
C  3.9760  -0.9244  1.7146
H  4.5995  0.7667  6.0550
H  5.9658  0.1122  5.0813
H  5.5877  -0.7272  6.4824
H  3.6042  -1.7119  5.5156
H  3.4032  -0.5305  4.2908
H  3.2035  -2.8834  3.4249
H  4.7210  -3.5289  2.6454
H  4.3175  -3.9841  5.6078
H  4.0788  -5.1291  4.3424
H  5.6414  -4.2389  4.6508
H  6.0316  -1.2862  2.1212
H  5.4393  0.0046  3.0995
H  3.8994  -1.8837  1.2094
H  4.3052  -0.1951  0.9693
H  3.0416  -0.6097  2.1742
C  1.8048  3.3950  -4.4115
C  2.2796  3.7000  -2.9901
N  1.6477  4.8602  -2.3849
C  0.4401  4.6664  -1.6286
C  -0.8187  4.7081  -2.4723
C  2.0289  6.1766  -2.8811
C  3.5195  6.2771  -3.2289
H  0.7387  3.2418  -4.5331
H  2.4767  2.6309  -4.8179
H  2.1071  4.2006  -5.0941
H  2.0449  2.8945  -2.2807
H  3.3621  3.6333  -2.8536
H  0.4777  3.7426  -1.0414
H  0.3371  5.3526  -0.7736
H  -0.9005  5.5413  -3.1701
H  -0.7503  3.8026  -3.0847
H  -1.7435  4.6169  -1.9005
H  1.7094  6.9013  -2.1327
H  1.5023  6.2961  -3.8436
H  3.8501  7.3016  -3.4056
H  3.8393  5.6088  -4.0198
H  4.0539  6.0580  -2.2959
C  -5.3842  -4.0936  -1.5407
C  -5.2275  -3.2400  -2.8170
N  -3.9274  -3.5082  -3.4432
C  -3.9143  -4.6989  -4.2916
C  -2.7342  -5.5880  -3.8253
C  -3.3638  -2.3429  -4.0816
C  -1.9600  -2.4366  -4.7170
H  -6.2356  -3.6779  -0.9996
H  -4.4804  -3.9157  -0.9664
H  -5.5122  -5.1427  -1.7932
H  -6.0128  -3.5430  -3.5233
H  -5.3449  -2.1772  -2.6154
H  -3.7227  -4.3903  -5.3231
H  -4.8245  -5.2862  -4.1782
H  -2.5608  -6.4873  -4.4263
H  -2.8640  -5.8804  -2.7487
H  -1.8117  -5.0161  -3.8881
H  -4.0075  -1.9434  -4.8837
H  -3.2270  -1.4799  -3.4221
H  -1.2667  -2.8181  -3.9650
H  -1.9746  -3.1437  -5.5489
H  -1.7288  -1.4450  -5.0981
C  -1.5927  -5.2832  -1.7258
C  -1.3226  -5.7253  -0.2680
N  -0.4823  -4.7743  0.4713
C  -1.0385  -3.4240  0.5867
C  -2.4867  -3.2245  1.0007
C  0.9110  -4.8610  0.1112
C  1.8425  -4.4184  1.2729
H  -0.6186  -5.0946  -2.1707
H  -2.2206  -4.3940  -1.7416
H  -2.1188  -6.0824  -2.3171
H  -2.2734  -5.7069  0.2750
H  -0.9210  -6.7372  -0.2232
H  -0.4308  -3.0201  1.4012
H  -0.8375  -2.9574  -0.3900
H  -3.2061  -3.5445  0.2547
H  -2.6674  -3.5583  2.0245
H  -2.6522  -2.1479  1.1197
H  1.0822  -4.2784  -0.8090
H  1.3396  -5.8427  -0.1032
H  2.8804  -4.5282  0.9698
H  1.5105  -5.0299  2.1133
H  1.6427  -3.3894  1.5807
C  2.1222  2.7585  4.2417
C  3.4728  2.4136  3.6137
N  3.9368  3.5289  2.7951
C  3.3483  3.4396  1.4678
C  3.6173  4.6320  0.5447
C  5.3965  3.6653  2.8045
C  6.0176  4.0753  4.1286
H  2.1084  3.7147  4.7559
H  1.8081  2.0032  4.9659
H  1.3879  2.6511  3.4389
H  4.1707  2.2727  4.4404
H  3.4815  1.4954  3.0113
H  3.5675  2.4886  0.9560
H  2.2704  3.4566  1.6555
H  2.8819  4.8872  -0.2174
H  3.8134  5.5085  1.1674
H  4.5402  4.4574  -0.0191
H  5.6049  4.4302  2.0547
H  5.8814  2.7550  2.4140
H  7.1042  4.0228  3.9945
H  5.8018  3.4803  5.0121
H  5.8896  5.1473  4.2904
O  -4.7636  1.5318  -6.0935
S  -5.6597  1.2504  -4.9972
O  -5.7126  0.0158  -4.2782
O  -5.5269  2.4341  -3.9027
C  -4.8497  3.6583  -4.2648
C  -4.3327  4.3087  -2.9887
C  -7.3838  1.6354  -5.4733
H  -5.5216  4.3169  -4.8161
H  -3.9865  3.3476  -4.8508
H  -5.1469  4.4557  -2.2836
H  -3.8371  5.2365  -3.2728
H  -3.5467  3.6379  -2.6450
H  -7.4110  2.5953  -5.9814
H  -7.9736  1.6950  -4.5623
H  -7.7535  0.8092  -6.0761
O  1.3388  -1.6173  -1.4294
S  1.5630  -0.1969  -1.3764
O  2.8619  0.4014  -1.4573
O  0.6286  0.4891  -2.4838
C  -0.7643  0.1545  -2.4617
C  -1.5035  0.9031  -3.5549
C  0.8859  0.4793  0.1621
H  -1.2421  0.2862  -1.4892
H  -0.8148  -0.9057  -2.7324
H  -2.4264  0.3708  -3.7890
H  -0.8556  1.0603  -4.4138
H  -1.9012  1.8532  -3.1852
H  1.5542  0.4324  1.0176
H  0.0367  -0.1422  0.4501
H  0.5923  1.5085  -0.0312
O  -2.0274  1.4767  1.5140
S  -2.1318  2.8377  1.9600
O  -0.9970  3.7251  1.9620
O  -3.4162  3.4921  1.2536
C  -3.4997  4.9217  1.1062
C  -4.4921  5.4829  2.1203
C  -2.7771  2.8585  3.6526
H  -3.8905  5.0326  0.0935
H  -2.5462  5.4481  1.1288
H  -5.2915  4.7597  2.2881
H  -4.8893  6.4378  1.7799
H  -4.0806  5.6391  3.1199
H  -3.8542  2.8114  3.5358
H  -2.3268  3.7637  4.0501
H  -2.4270  1.9864  4.1914
O  2.4912  -7.0799  -5.7912
S  2.4909  -6.2462  -4.6240
O  3.6374  -6.2599  -3.7429
O  2.1054  -4.6994  -4.9461
C  2.8627  -3.6889  -4.2653
C  2.5697  -2.3300  -4.8645
C  1.0389  -6.6635  -3.6122
H  3.9301  -3.8783  -4.3784
H  2.6827  -3.6278  -3.1879
H  2.7061  -2.4735  -5.9405
H  3.1561  -1.5401  -4.4057
H  1.5108  -2.0675  -4.7857
H  0.2293  -6.4952  -4.3204
H  1.0752  -5.8956  -2.8471
H  1.0764  -7.6849  -3.2527

## Properties
* 2S+1: 1
* total charge: 0
* energy: -128596.9893 eV
* energy relative to the best compared isomer or geometry (same formula, charge and spin): 6.7377 eV
* strongest force on any atom: 6.49 eV/Å
* HOMO level: -7.47 eV

Here are the Löwdin charges for atoms 1 to 5, given in e: -0.082, -0.264, -0.150, -0.236, -0.081


Record 2
Here is a 8-piece molecular cluster, C17H50N4O8 overall from OMol25. Energies are from the ωB97M-V functional and the def2-TZVPD basis.

Geometry (Å):
C  -2.3179  4.0289  2.4522
O  -2.4177  4.8396  3.3307
N  -3.4166  3.4524  1.9869
N  -1.2461  3.7917  1.7900
H  -4.1635  3.8720  2.5219
H  -3.5711  2.7224  1.3063
H  -0.4216  4.2776  2.1128
H  -1.1810  2.9334  1.2616
C  -1.4958  -2.3597  3.7670
O  -0.5900  -3.1377  3.4961
N  -1.4109  -1.0690  3.6792
N  -2.5933  -2.7522  4.3167
H  -0.5204  -0.6785  3.4060
H  -2.0469  -0.4845  4.2026
H  -3.3616  -2.1176  4.1518
H  -2.6599  -3.7274  4.5706
C  -1.9501  -6.5727  -2.4614
C  -1.4000  -5.1317  -2.0224
C  -2.0704  -4.0383  -2.8633
O  -1.7145  -4.9697  -0.7101
H  -3.0277  -6.5977  -2.2988
H  -1.6624  -7.3756  -1.7827
H  -1.8017  -6.8647  -3.5010
H  -0.3209  -5.1478  -2.1753
H  -1.7646  -3.0623  -2.4864
H  -3.1478  -4.0754  -2.7021
H  -1.7514  -4.1753  -3.8965
H  -2.6356  -5.1830  -0.5439
C  6.0581  1.4111  2.5992
C  5.6253  0.8011  1.2239
C  5.4089  1.7975  0.0812
O  6.6839  0.0229  0.7317
H  6.8973  2.0726  2.3840
H  6.3648  0.7175  3.3821
H  5.1718  1.9144  2.9857
H  4.7471  0.1642  1.3308
H  4.7167  2.6061  0.3160
H  4.9103  1.1697  -0.6573
H  6.3416  2.2366  -0.2728
H  6.3532  -0.4713  -0.0220
C  1.3030  3.7900  -3.6254
C  2.5514  3.0238  -3.2269
C  3.3254  3.6919  -2.1110
O  2.1194  1.7741  -2.9123
H  1.4568  4.8645  -3.7259
H  0.4580  3.6555  -2.9501
H  1.0136  3.4235  -4.6103
H  3.2130  3.0051  -4.0930
H  4.2789  3.1702  -2.0280
H  2.8020  3.5266  -1.1693
H  3.4325  4.7732  -2.1969
H  1.7421  1.5295  -3.7605
C  -3.7812  -0.0281  -1.6284
C  -4.2515  0.5475  -0.2477
C  -4.7376  -0.4171  0.7790
O  -3.1206  1.1393  0.3278
H  -3.7652  0.7611  -2.3800
H  -4.4131  -0.8589  -1.9424
H  -2.8199  -0.5346  -1.5415
H  -5.0344  1.3058  -0.2562
H  -5.1149  0.1848  1.6057
H  -4.0917  -1.1713  1.2286
H  -5.5810  -0.9502  0.3403
H  -2.4500  0.9834  -0.3413
C  0.3325  -0.7023  -0.0077
C  0.2227  0.7923  0.3847
C  1.5179  1.3180  0.7730
O  -0.2343  1.4241  -0.7879
H  -0.4750  -1.2262  -0.5192
H  0.4225  -1.2870  0.9078
H  1.2780  -0.8911  -0.5161
H  -0.4070  0.9363  1.2628
H  1.5408  2.4046  0.6891
H  2.3766  0.9953  0.1842
H  1.7665  0.9050  1.7506
H  0.4784  1.4683  -1.4295
O  0.3899  -3.9774  0.8872
H  -0.0793  -4.2058  1.6897
H  -0.2826  -3.9830  0.2061

## Properties
* 2S+1: 1
* total charge: 0
* energy: -40779.6695 eV
* energy relative to the best compared isomer or geometry (same formula, charge and spin): 2.8052 eV
* strongest force on any atom: 5.05 eV/Å
* HOMO level: -9.31 eV

Here are the Löwdin charges for atoms 1 to 5, given in e: -0.820, 0.035, 0.166, 0.192, 0.110


Record 3
Here is C40H37Cl3CrN7OS4 as an isolated structure from OMol25. Energies are from the ωB97M-V functional and the def2-TZVPD basis.

Geometry (Å):
Cr  -0.6437  -1.3690  0.7984
C  1.8469  -0.0815  3.5643
C  2.9896  -1.0378  3.7985
S  2.5463  -2.6551  3.0675
C  4.1149  -3.1826  2.3128
C  4.7025  -2.3356  1.2556
S  3.4946  -1.9628  -0.0998
C  3.3668  -0.1975  -0.2399
C  3.0227  0.6988  1.0509
S  1.4291  0.4796  1.8363
H  2.0571  0.8880  4.0879
H  0.9788  -0.4651  4.1140
H  3.1204  -0.9534  4.8875
H  3.8973  -0.6982  3.3696
H  3.7308  -4.1548  1.9360
H  4.7923  -3.3651  3.0774
H  5.6580  -2.6085  0.8867
H  4.8616  -1.3307  1.6424
H  2.5847  -0.1389  -0.9653
H  4.2341  0.3429  -0.6064
H  3.1603  1.7514  0.7000
H  3.7347  0.6742  1.8124
C  0.1388  -1.2115  -3.5122
C  0.8766  -2.3615  -3.7935
C  1.0807  -3.2659  -2.8224
C  0.5224  -3.0730  -1.5377
N  -0.0748  -1.8747  -1.2692
C  -0.2004  -0.9307  -2.2010
N  0.6631  -4.1077  -0.6649
C  0.2253  -4.1821  0.5260
N  -0.3644  -3.2584  1.3129
C  -0.4956  -3.7195  2.5901
N  -0.9540  -3.1309  3.6501
C  -1.3817  -1.8717  3.7493
C  -1.9491  -1.4809  4.9583
C  -2.2972  -0.2072  5.3045
C  -1.9591  0.7713  4.3158
C  -1.4741  0.3724  3.1048
N  -1.2911  -0.9370  2.7841
C  0.0524  -5.0703  2.6781
C  0.1496  -5.9516  3.7171
C  0.8041  -7.1113  3.4827
C  1.3081  -7.4567  2.2635
C  1.1689  -6.5523  1.2174
C  0.4939  -5.3650  1.4020
H  0.0204  -0.3760  -4.1920
H  1.2972  -2.4132  -4.8153
H  1.4630  -4.2491  -2.9904
H  -0.6563  0.0481  -2.0153
H  -2.1623  -2.2051  5.6844
H  -2.8974  -0.0265  6.1397
H  -2.0676  1.8434  4.5415
H  -1.2279  1.1350  2.3387
H  -0.2740  -5.7408  4.7157
H  0.9548  -7.8154  4.2974
H  1.8974  -8.3265  2.2051
H  1.5499  -6.7462  0.2095
Cl  -5.1171  0.7933  -5.9538
C  -4.1795  1.7280  -4.8517
C  -2.9737  1.1724  -4.4743
C  -2.1071  1.9693  -3.6888
C  -2.5130  3.2488  -3.1665
C  -1.7226  4.0498  -2.1642
C  -2.1327  3.8636  -0.7278
N  -2.3098  2.4256  -0.3366
C  -3.4843  1.7520  -0.2287
C  -3.1301  0.4711  0.0738
N  -1.7810  0.4108  0.2016
C  -1.3099  1.6204  -0.0297
O  -0.3430  3.7485  -2.1639
C  0.4618  4.1447  -3.2514
C  0.6031  5.6421  -3.2395
C  -0.1410  6.4495  -4.0458
Cl  -1.3211  5.8906  -5.2130
S  -0.0614  8.1149  -3.6546
C  1.0677  7.7804  -2.4100
C  1.3822  6.4727  -2.3361
C  -3.7403  3.7345  -3.5892
Cl  -4.3408  5.2438  -3.0269
C  -4.5427  3.0161  -4.4482
H  -2.6220  0.2493  -4.8614
H  -1.0567  1.6872  -3.5112
H  -1.7366  5.0773  -2.4393
H  -3.0766  4.3247  -0.4532
H  -1.3851  4.1712  -0.0997
H  -4.4846  2.0964  -0.4063
H  -3.6354  -0.4660  0.2103
H  -0.2998  1.9827  -0.0044
H  -0.0271  3.8439  -4.1543
H  1.4517  3.7169  -3.1233
H  1.4433  8.5593  -1.7525
H  1.9524  6.0554  -1.5434
H  -5.4063  3.5089  -4.7972

## Properties
* 2S+1: 5
* total charge: +1
* energy: -163884.6763 eV
* energy relative to the best compared isomer or geometry (same formula, charge and spin): 1.5692 eV
* strongest force on any atom: 3.70 eV/Å
* HOMO level (spin up / spin down): -10.15 / -10.45 eV

Here are the Löwdin charges for atoms 1 to 5, given in e: 0.710, -0.493, -0.494, 0.923, -0.523


Record 4
Here is one molecule with the formula C6H12N2 from OMol25. Energies are from the ωB97M-V functional and the def2-TZVPD basis.

Geometry (Å):
C  -2.4909  -0.2163  -0.4153
C  -1.5185  -1.2414  -0.8941
C  1.8686  0.3366  1.3463
C  1.5643  -0.7809  -0.8918
N  -1.2075  0.3078  -0.8940
C  -0.2759  0.6774  0.0593
C  0.9414  0.0685  0.1887
N  -0.6312  1.7106  0.9107
H  -1.4007  2.2356  0.5057
H  0.1542  2.3072  1.1470
H  -2.6701  -0.1571  0.6533
H  -3.3139  0.0459  -1.0676
H  -1.0294  -1.8733  -0.1666
H  -1.5807  -1.6021  -1.9098
H  2.3533  -0.5960  1.6568
H  2.6568  1.0434  1.0643
H  1.6061  -1.8319  -0.5879
H  1.0357  -0.7163  -1.8463
H  2.5891  -0.4416  -1.0860
H  1.3492  0.7241  2.2270

## Properties
* 2S+1: 1
* total charge: 0
* energy: -9394.9965 eV
* energy relative to the best compared isomer or geometry (same formula, charge and spin): 1.8532 eV
* strongest force on any atom: 3.11 eV/Å
* HOMO level: -7.10 eV

Here are the Löwdin charges for atoms 1 to 5, given in e: -0.150, -0.066, -0.087, -0.085, -0.021